Below is C2H2N3O3S2 as an isolated structure in a non-equilibrium geometry, with properties calculated with ωB97M-V/def2-TZVPD.

Summary:
**LUMO energy**: 3.5 eV
**HOMO-LUMO gap**: 9.179 eV
**Relative energy (zero: lowest compared OMol25 entry of this formula, charge and spin)**: 12.7 kcal/mol
**Net charge**: -1
**Electronic energy**: -34390.723 eV

Element x y z (Å)
C 1.72 -0.91 1.50
C 0.33 -0.49 -0.04
N 1.54 -0.79 0.11
N 0.66 -0.86 2.23
N -0.37 -0.22 -1.48
O -2.35 0.38 -0.04
O -1.91 1.57 -2.18
O -0.47 1.99 -0.21
S -0.66 -0.57 1.38
S -1.37 1.07 -0.93
H 2.59 -1.34 1.80
H 0.28 0.18 -2.14

---

Below is an isolated ion of composition C2H2N3O3S2 and charge -1 in a non-equilibrium geometry, with properties calculated with ωB97M-V/def2-TZVPD.

Summary:
**LUMO energy**: 3.3 eV
**HOMO-LUMO gap**: 7.905 eV
**Relative energy (zero: lowest compared OMol25 entry of this formula, charge and spin)**: 0.0 kcal/mol
**Net charge**: -1
**Electronic energy**: -34391.275 eV
**Structure (SMILES)**: O=S1(=O)NC(=S)N=C([O-])N1

Element x y z (Å)
O 1.87 -0.98 1.40
S 1.05 -0.79 0.28
O 1.57 -1.36 -0.91
N -0.56 -1.20 0.31
C -1.47 -0.29 -0.29
S -2.96 -1.05 -0.49
N -1.30 1.00 -0.28
C -0.13 1.67 -0.25
O -0.04 2.90 -0.37
N 1.01 0.88 0.10
H -0.79 -2.15 -0.02
H 1.75 1.39 0.50

---

Below is an isolated ion of composition C2H2N3OS and charge -1 in a non-equilibrium geometry, with properties calculated with ωB97M-V/def2-TZVPD.

Summary:
**LUMO energy**: 3.7 eV
**HOMO-LUMO gap**: 7.621 eV
**Relative energy (zero: lowest compared OMol25 entry of this formula, charge and spin)**: 14.1 kcal/mol
**Net charge**: -1
**Electronic energy**: -19459.984 eV
**Structure (SMILES)**: N#C/N=C(/[O-])SN

Element x y z (Å)
N -1.84 2.81 0.59
C -1.54 1.73 0.26
N -1.50 0.59 -0.29
C -0.86 -0.45 -0.11
O -0.83 -1.58 -0.48
S 0.73 0.13 0.85
N 1.90 -1.01 0.11
H 1.43 -1.76 -0.39
H 2.51 -0.45 -0.53

---

Below is a 2-piece molecular cluster, C2H2N3P overall in a non-equilibrium geometry, with properties calculated with ωB97M-V/def2-TZVPD.

Summary:
**LUMO energy**: -1.5 eV
**HOMO-LUMO gap**: 9.225 eV
**Relative energy (zero: lowest compared OMol25 entry of this formula, charge and spin)**: 57.9 kcal/mol
**Electronic energy**: -15862.191 eV

Element x y z (Å)
C -1.08 -0.87 2.01
C -0.28 1.35 -0.38
N -0.97 0.28 2.15
N -0.92 1.95 0.39
N 1.95 1.02 -1.35
P 0.56 0.50 -1.70
H 2.61 0.91 -2.03
H -0.98 1.28 2.35

---

Below is one molecule with the formula C2H2N4 in a non-equilibrium geometry, with properties calculated with ωB97M-V/def2-TZVPD.

Summary:
**LUMO energy**: -0.8 eV
**HOMO-LUMO gap**: 8.986 eV
**Relative energy (zero: lowest compared OMol25 entry of this formula, charge and spin)**: 80.7 kcal/mol
**Electronic energy**: -8062.632 eV
**Structure (SMILES)**: c1cnnnn1

Element x y z (Å)
C -0.21 -0.64 1.13
C -0.73 0.66 0.83
N -0.39 1.27 -0.20
N 0.37 0.73 -1.09
N 0.67 -0.63 -0.99
N 0.38 -1.37 0.07
H -0.20 -0.98 2.14
H -1.42 0.97 1.59

---

Below is one molecule with the formula C2H2N4O in a non-equilibrium geometry, with properties calculated with ωB97M-V/def2-TZVPD.

Summary:
**LUMO energy**: -0.3 eV
**HOMO-LUMO gap**: 8.953 eV
**Relative energy (zero: lowest compared OMol25 entry of this formula, charge and spin)**: 40.1 kcal/mol
**Electronic energy**: -10110.564 eV
**Structure (SMILES)**: O=c1cn[nH]nn1

Element x y z (Å)
O 2.51 -0.34 -0.13
C 1.35 -0.12 -0.05
C 0.41 1.02 0.11
N -0.87 0.94 0.09
N -1.39 -0.29 -0.18
N -0.78 -1.48 0.02
N 0.46 -1.42 0.25
H 0.79 1.99 0.24
H -2.49 -0.31 -0.34

---

Below is a 2-piece molecular cluster, C2H2N4O overall in a non-equilibrium geometry, with properties calculated with ωB97M-V/def2-TZVPD.

Summary:
**LUMO energy**: -1.9 eV
**HOMO-LUMO gap**: 8.393 eV
**Relative energy (zero: lowest compared OMol25 entry of this formula, charge and spin)**: 73.3 kcal/mol
**Electronic energy**: -10109.128 eV
**Structure (SMILES)**: N#CN=O.N#CN

Element x y z (Å)
N -0.26 -0.26 -2.55
C -1.08 -0.25 -1.69
N -2.00 0.24 -0.88
O -2.45 -0.39 0.04
N -0.20 1.31 0.61
C 0.66 0.63 1.00
N 1.60 -0.27 1.34
H 2.40 0.14 0.90
H 1.33 -1.15 1.23

---

Below is one molecule with the formula C2H2N4O2 in a non-equilibrium geometry, with properties calculated with ωB97M-V/def2-TZVPD.

Summary:
**LUMO energy**: -0.9 eV
**HOMO-LUMO gap**: 8.759 eV
**Relative energy (zero: lowest compared OMol25 entry of this formula, charge and spin)**: 213.3 kcal/mol
**Electronic energy**: -12153.499 eV
**Structure (SMILES)**: O/N=c1\nconn1

Element x y z (Å)
O -2.66 0.33 -0.06
N -1.71 -0.80 0.26
C -0.47 -0.45 0.04
N -0.15 0.98 -0.06
C 0.97 1.19 -0.09
O 1.94 0.28 0.35
N 1.77 -0.76 -0.10
N 0.58 -1.24 -0.31
H -2.13 1.29 -0.09
H 1.49 2.10 -0.52

---

Below is a 2-piece molecular cluster, C2H2N4O2 overall in a non-equilibrium geometry, with properties calculated with ωB97M-V/def2-TZVPD.

Summary:
**LUMO energy**: -1.1 eV
**HOMO-LUMO gap**: 9.268 eV
**Relative energy (zero: lowest compared OMol25 entry of this formula, charge and spin)**: 244.8 kcal/mol
**Electronic energy**: -12152.131 eV

Element x y z (Å)
C 0.29 -0.18 0.09
C -0.73 -0.41 1.10
H 3.15 -0.11 -0.93
H -0.66 -0.77 2.09
N 1.61 -0.29 0.23
N -1.95 -0.31 0.78
N -2.15 -0.22 -0.70
N -1.41 0.40 -1.44
O 2.12 0.75 -0.53
O -0.26 1.13 -0.69

---

Below is a 2-piece molecular cluster, C2H2N4O2 overall in a non-equilibrium geometry, with properties calculated with ωB97M-V/def2-TZVPD.

Summary:
**LUMO energy**: -1.6 eV
**HOMO-LUMO gap**: 8.326 eV
**Relative energy (zero: lowest compared OMol25 entry of this formula, charge and spin)**: 169.6 kcal/mol
**Electronic energy**: -12155.394 eV
**Structure (SMILES)**: N#C[N+](=O)[O-].N=C=N

Element x y z (Å)
N -0.26 -0.89 -1.96
C -0.95 -0.86 -1.05
N -1.56 -0.88 0.20
O -0.84 -1.28 1.11
O -2.74 -0.67 0.35
N 2.24 0.42 0.59
C 1.23 0.94 0.24
N 0.25 1.36 -0.22
H 2.56 -0.56 1.09
H 0.08 2.42 -0.37

---

Below is one molecule with the formula C2H2N4O2 in a non-equilibrium geometry, with properties calculated with ωB97M-V/def2-TZVPD.

Summary:
**LUMO energy**: -1.5 eV
**HOMO-LUMO gap**: 8.371 eV
**Relative energy (zero: lowest compared OMol25 entry of this formula, charge and spin)**: 156.6 kcal/mol
**Electronic energy**: -12155.956 eV
**Structure (SMILES)**: O=c1nn[nH][nH]c1=O

Element x y z (Å)
O -2.23 -1.39 -0.03
C -1.10 -0.96 -0.28
N 0.21 -1.78 0.01
N 1.31 -1.18 0.25
N 1.54 0.19 -0.23
N 0.45 1.03 -0.09
C -0.91 0.47 0.02
O -1.86 1.16 0.22
H 2.37 0.39 0.67
H 0.22 2.08 -0.53

---

Below is a 2-piece molecular cluster, C2H2N4S overall in a non-equilibrium geometry, with properties calculated with ωB97M-V/def2-TZVPD.

Summary:
**LUMO energy**: -0.3 eV
**HOMO-LUMO gap**: 8.626 eV
**Relative energy (zero: lowest compared OMol25 entry of this formula, charge and spin)**: 43.6 kcal/mol
**Electronic energy**: -18897.990 eV
**Structure (SMILES)**: [H]/N=N/N=C=S.C#N

Element x y z (Å)
H 0.51 2.66 -0.51
N -0.04 1.94 0.11
N -1.10 1.57 -0.37
N -1.93 0.79 0.30
C -2.81 -0.04 0.09
S -3.99 -1.03 0.03
C 1.12 -0.62 0.18
N 0.15 -1.18 0.15
H 1.96 -0.02 0.36

---

Below is a 2-piece molecular cluster, C2H2N5 overall in a non-equilibrium geometry, with properties calculated with ωB97M-V/def2-TZVPD.

Summary:
**LUMO energy**: -6.5 eV
**HOMO-LUMO gap**: 8.966 eV
**Relative energy (zero: lowest compared OMol25 entry of this formula, charge and spin)**: 78.6 kcal/mol
**Net charge**: +1
**Electronic energy**: -9543.605 eV

Element x y z (Å)
C 1.77 1.06 -0.27
C 0.66 0.60 -0.04
N 4.51 -0.25 0.02
N 5.47 -0.77 -0.11
N -0.55 0.00 0.00
N -2.71 -0.78 -0.32
N -1.62 -0.44 -0.12
H 2.58 1.72 -0.47
H -3.47 -0.52 0.29

---

Below is an isolated ion of composition C2H2N5 and charge +1 in a non-equilibrium geometry, with properties calculated with ωB97M-V/def2-TZVPD.

Summary:
**LUMO energy**: -7.4 eV
**HOMO-LUMO gap**: 7.001 eV
**Relative energy (zero: lowest compared OMol25 entry of this formula, charge and spin)**: 98.1 kcal/mol
**Net charge**: +1
**Electronic energy**: -9542.758 eV

Element x y z (Å)
C 0.27 -0.82 -0.97
C 0.57 0.97 0.37
N 0.59 2.78 1.89
N 0.88 0.24 -0.57
N -1.30 -0.52 0.71
N 0.62 1.94 1.14
N -0.88 -1.15 -0.22
H 0.60 -1.42 -1.79
H -1.36 -2.01 -0.55

---

Below is a 2-piece molecular cluster, C2H2NO2 overall in a non-equilibrium geometry, with properties calculated with ωB97M-V/def2-TZVPD.

Summary:
**LUMO energy**: 4.0 eV
**HOMO-LUMO gap**: 5.416 eV
**Relative energy (zero: lowest compared OMol25 entry of this formula, charge and spin)**: 55.7 kcal/mol
**Net charge**: -1
**Electronic energy**: -7690.009 eV

Element x y z (Å)
C 0.85 -0.35 0.35
C -1.97 0.47 -0.11
N 1.58 0.02 -0.69
O -2.11 1.52 -0.58
O -2.23 -0.55 0.40
H 1.32 -0.92 1.16
H 2.56 -0.19 -0.52

---

Below is one molecule with the formula C2H2NO2P in a non-equilibrium geometry, with properties calculated with ωB97M-V/def2-TZVPD.

Summary:
**LUMO energy (spin up / spin down)**: -0.6 / -1.2 eV
**HOMO-LUMO gap (spin up / spin down)**: 8.068 / 7.695 eV
**Relative energy (zero: lowest compared OMol25 entry of this formula, charge and spin)**: 97.3 kcal/mol
**Electronic energy**: -16975.909 eV

Element x y z (Å)
C 2.39 -0.82 0.03
C -1.82 0.31 -0.34
N 3.26 -1.50 -0.31
O 1.32 -0.18 0.29
O -1.03 0.82 0.53
P 0.25 1.07 1.28
H -1.39 -0.18 -1.12
H -2.98 0.48 -0.35

---

Below is an isolated ion of composition C2H2NO2S and charge -1 in a non-equilibrium geometry, with properties calculated with ωB97M-V/def2-TZVPD.

Summary:
**LUMO energy**: 3.8 eV
**HOMO-LUMO gap**: 7.864 eV
**Relative energy (zero: lowest compared OMol25 entry of this formula, charge and spin)**: 55.0 kcal/mol
**Net charge**: -1
**Electronic energy**: -18526.045 eV
**Structure (SMILES)**: N#CC=[S@@H](=O)[O-]

Element x y z (Å)
N -2.84 -0.30 0.02
C -1.79 0.15 -0.11
C -0.48 0.40 -0.60
S 0.93 -0.28 0.25
O 0.88 -1.74 0.57
O 2.14 0.12 -0.51
H -0.20 1.28 -1.04
H 1.36 0.38 1.43

---

Below is an isolated ion of composition C2H2NO2S3 and charge -1 in a non-equilibrium geometry, with properties calculated with ωB97M-V/def2-TZVPD.

Summary:
**LUMO energy**: 3.2 eV
**HOMO-LUMO gap**: 7.691 eV
**Relative energy (zero: lowest compared OMol25 entry of this formula, charge and spin)**: 4.8 kcal/mol
**Net charge**: -1
**Electronic energy**: -40198.245 eV
**Structure (SMILES)**: O=[S@]1([O-])=NC(=S)SC1

Element x y z (Å)
O -1.02 2.33 1.49
S -1.02 1.64 0.17
O -0.39 2.30 -1.02
N -2.47 1.21 -0.19
C -2.87 -0.02 -0.10
S -4.39 -0.51 -0.10
S -1.58 -1.32 0.12
C -0.24 -0.13 0.21
H 0.31 -0.33 1.10
H 0.40 -0.32 -0.55

---

Below is a 2-piece molecular cluster, C2H2NO3P overall in a non-equilibrium geometry, with properties calculated with ωB97M-V/def2-TZVPD.

Summary:
**LUMO energy**: 5.5 eV
**HOMO-LUMO gap**: 4.834 eV
**Relative energy (zero: lowest compared OMol25 entry of this formula, charge and spin)**: 15.9 kcal/mol
**Net charge**: -2
**Electronic energy**: -19027.298 eV

Element x y z (Å)
C 3.17 -0.99 -0.05
C 3.31 1.46 -0.46
N 3.63 0.35 -0.74
O 2.94 -1.77 -0.95
O 3.12 -0.92 1.13
O 3.00 2.70 -0.34
P -6.10 -0.39 -0.11
H -6.43 0.76 0.57
H -6.65 -1.20 0.95

---

Below is C2H2NO3S as an isolated structure in a non-equilibrium geometry, with properties calculated with ωB97M-V/def2-TZVPD.

Summary:
**LUMO energy (spin up / spin down)**: 3.3 / 1.4 eV
**HOMO-LUMO gap (spin up / spin down)**: 4.714 / 5.962 eV
**Relative energy (zero: lowest compared OMol25 entry of this formula, charge and spin)**: 63.1 kcal/mol
**Net charge**: -1
**Electronic energy**: -20569.305 eV
**Multiplicity**: 3

Element x y z (Å)
C -1.47 -0.27 -0.05
C 0.28 0.60 0.07
N 1.29 -0.32 0.09
O 1.61 -1.05 1.06
O -1.28 -1.46 -0.10
O 1.90 -0.50 -0.99
S -2.54 0.84 -0.08
H 0.02 1.08 0.90
H 0.19 1.07 -0.92